1.
DFT (ωB97M-V with the def2-TZVPD basis set) results for the molecule C30H37BIN2O5P at a distorted geometry.

CARTESIAN COORDINATES (ANGSTROEM)
C  5.35242  0.39650  1.27441
C  4.55994  0.44487  0.20967
C  3.45392  -0.05190  -0.86267
C  1.92671  0.41107  -0.78702
C  0.82265  -0.08325  -1.84388
C  1.33418  -1.07569  -2.95647
B  0.30542  -1.68916  -4.08576
N  0.00443  -3.16592  -4.22452
O  -0.41452  -0.81026  -5.00094
C  2.87521  -1.53056  -3.03955
I  3.41734  -2.85095  -4.68433
C  3.97173  -1.04092  -2.01928
P  5.81542  -1.46093  -2.03442
C  6.15717  -3.28989  -2.40315
C  6.51918  -0.43094  -3.51020
C  6.91220  1.01664  -2.86288
C  -0.67860  0.47672  -1.69356
O  -1.48298  0.71822  -2.65085
C  -1.22809  0.82682  -0.19873
C  -2.72962  0.69146  0.24027
C  -3.87720  0.14239  -0.73918
C  -3.76630  -1.49745  -0.70084
C  -4.19383  -2.20841  -2.08966
C  -5.50915  -3.11064  -1.82078
C  -2.95652  -3.14574  -2.55045
C  -3.19627  1.09892  1.71736
O  -4.59673  1.00334  2.10790
N  -4.82562  -0.05447  2.93766
O  -4.20955  -1.01710  2.57627
C  -2.10702  1.64215  2.75838
C  -2.67186  2.06582  4.20206
C  -3.50529  3.45628  4.05685
C  -2.67156  4.66342  3.38430
C  -0.56371  1.73677  2.32807
C  0.45468  2.24741  3.45940
C  0.87811  1.04210  4.49873
C  0.52046  1.39508  6.04332
C  -0.14322  1.33838  0.86899
C  1.38649  1.45318  0.34410
O  2.18634  2.35698  0.74694
H  6.28983  0.30790  1.95141
H  -0.75921  -3.29781  -4.91295
H  -0.24472  -3.56314  -3.30321
H  0.11925  0.02922  -4.98632
H  6.47854  -3.34692  -3.52578
H  7.08866  -3.64317  -1.80875
H  5.25006  -3.98805  -2.30240
H  5.74054  -0.35061  -4.35936
H  7.49031  -0.97462  -3.81591
H  7.33132  1.69163  -3.69279
H  7.70184  0.78872  -2.04399
H  6.00405  1.53409  -2.37684
H  -4.94072  0.37520  -0.31749
H  -3.86039  0.57215  -1.80207
H  -4.40558  -1.92388  0.17613
H  -2.66234  -1.70916  -0.38516
H  -4.40166  -1.41698  -2.91577
H  -5.27460  -4.23758  -1.85847
H  -6.26425  -2.90669  -2.68579
H  -6.04444  -2.90843  -0.82508
H  -1.95632  -2.90139  -2.03195
H  -2.77787  -2.96233  -3.68755
H  -3.17080  -4.27854  -2.39557
H  -3.43401  1.28768  4.61351
H  -1.87319  2.21087  5.01332
H  -4.45886  3.30761  3.40150
H  -3.90187  3.85062  5.08124
H  -3.42654  5.45982  2.98414
H  -2.02593  5.23138  4.17013
H  -2.02457  4.36733  2.48200
H  -0.13095  3.00925  4.12324
H  1.37270  2.81435  3.07093
H  0.39037  0.03104  4.19385
H  2.03744  0.95640  4.45455
H  0.46602  2.54160  6.24621
H  1.29844  0.93343  6.77444
H  -0.54694  0.99866  6.30106

Atomic forces in eV per Å
-3.2 0.0 -6.0
2.2 -2.0 4.6
-1.0 -0.1 -0.9
-0.1 -1.4 -1.6
4.3 -1.0 0.2
1.8 1.1 1.9
-1.6 -0.5 -1.2
-0.5 2.7 0.7
3.1 -0.6 1.8
-1.3 2.6 3.2
-0.2 1.1 1.2
-4.4 1.0 -0.3
0.3 0.5 0.4
0.3 -0.7 -1.9
-0.3 0.4 0.5
0.0 -0.8 -0.3
-2.7 1.0 -1.0
3.8 -1.4 3.4
0.1 0.6 3.3
0.8 1.4 1.5
-0.5 -0.7 1.0
0.4 0.5 0.3
0.6 -0.6 1.2
-0.6 -0.1 -1.2
0.0 -0.1 -1.2
5.1 0.6 -1.7
2.6 1.9 -0.6
0.7 -3.0 -1.0
-1.0 1.2 1.5
-0.2 -1.4 -2.7
-0.7 0.6 -0.2
-0.4 0.8 -0.5
-0.4 0.9 0.2
-2.0 -0.6 -1.9
-1.0 0.0 0.8
0.7 0.4 0.2
-0.6 0.0 0.1
-2.7 -0.5 0.4
2.1 1.9 0.6
-3.4 -3.7 -1.4
-2.4 0.4 -1.5
0.7 0.0 0.8
0.4 -0.1 -1.0
-1.2 -0.8 -0.1
-0.6 -0.1 1.9
-1.9 0.7 -0.7
1.5 1.1 0.1
1.5 -0.1 1.2
-1.6 0.8 0.2
-0.5 -0.9 1.4
-1.3 0.7 -1.4
1.4 -0.9 -0.8
2.1 0.0 -0.6
0.5 -0.7 1.7
1.1 1.0 -1.6
-1.9 0.1 -0.9
0.4 -1.4 1.6
-0.3 1.8 0.1
1.2 -0.5 1.6
0.9 -0.1 -1.5
-1.7 -0.2 -0.7
-0.3 -0.5 2.0
0.3 2.0 -0.2
1.5 1.1 -0.9
-1.0 -0.4 -1.5
1.8 -0.1 1.1
0.8 -1.0 -1.7
1.3 -1.4 0.7
-0.9 -1.2 -1.4
-0.9 0.2 1.5
1.0 -1.2 -1.4
-1.5 -1.2 0.2
1.0 1.8 0.5
-2.1 -0.1 -0.1
0.3 -2.0 -0.5
-1.5 0.8 -1.3
2.0 0.5 -0.3

M = 674.3 g/mol
E_HOMO = -8.2 eV
HOMO-LUMO gap = 6.71 eV
structure (SMILES) = C#Cc1c2c(c(B(N)O)c(I)c1P(C)CC)C(=O)c1c(CCC(C)C)c(ON=O)c(CCC)c(CCC)c1C2=O

2.
DFT (ωB97M-V with the def2-TZVPD basis set) results for a structure of composition AsF6H26O13 at a distorted geometry.

CARTESIAN COORDINATES (ANGSTROEM)
As  -0.04820  -0.08292  0.18504
F  1.50710  -0.61611  1.03235
F  0.83009  0.26276  -1.34107
F  -1.50275  0.44621  -0.58634
F  -0.92820  -0.38917  1.74027
F  0.26150  1.68684  0.66852
F  -0.45455  -1.79079  -0.42118
O  -2.75477  -3.55747  0.22944
H  -1.91284  -3.14647  0.42555
H  -3.20876  -2.92222  -0.32425
O  1.34680  0.56476  4.25377
H  0.45303  0.25596  4.40226
H  1.77785  -0.15814  3.79789
O  -0.16878  4.15365  1.27718
H  -0.21503  4.65637  0.46394
H  0.02981  3.26043  0.99619
O  1.41963  -0.98413  -3.87174
H  2.08510  -1.18485  -3.21364
H  0.72494  -1.62329  -3.71328
O  0.91831  2.91954  -2.09148
H  1.57363  3.50044  -1.70504
H  1.18168  2.04220  -1.81371
O  -2.64281  -0.05742  -2.87030
H  -2.84147  0.65821  -3.47415
H  -1.96142  0.29422  -2.29733
O  -3.49382  0.65334  1.56913
H  -3.09182  -0.03107  1.03414
H  -2.88350  1.38882  1.51623
O  0.66613  -3.50023  2.26190
H  0.92015  -3.01387  1.47758
H  0.84951  -4.41480  2.04704
O  4.38634  0.22472  0.89286
H  4.38254  1.16302  0.70363
H  3.47960  0.02278  1.12368
O  -0.31144  1.41207  -4.05508
H  0.12682  2.13403  -3.60459
H  0.27862  0.66656  -3.94430
O  -0.55685  2.55289  3.57599
H  0.06203  1.86784  3.82883
H  -0.18590  2.92865  2.77759
O  -3.89791  -1.88239  -1.47634
H  -4.78101  -1.51442  -1.50730
H  -3.35111  -1.23142  -1.91620
O  4.01215  -2.64654  1.02244
H  3.80652  -3.19996  0.26900
H  4.11284  -1.76848  0.65489

Atomic forces in eV per Å
0.4 -1.1 1.7
1.7 -0.5 0.7
1.2 0.4 -1.8
-2.2 0.9 -1.0
-0.4 -0.1 0.5
0.3 0.7 0.3
0.1 -0.6 -0.1
0.0 -1.1 0.7
0.4 0.3 0.0
-0.2 0.4 -0.4
0.3 0.2 0.7
-0.3 -0.5 -0.1
0.0 -0.2 -0.5
0.0 1.4 0.3
-0.1 0.0 -0.1
0.1 -1.2 -0.6
0.2 -0.1 -0.8
0.0 0.2 0.5
-0.3 -0.1 0.3
0.1 1.0 -0.4
0.1 0.1 0.1
-0.2 -1.0 0.5
-0.5 -0.1 -0.8
0.1 0.1 -0.2
0.6 0.2 0.6
-1.1 0.2 0.2
0.4 -0.2 -0.1
0.4 0.0 0.0
-0.1 -0.3 0.5
0.0 0.6 -0.3
0.0 -0.2 -0.1
0.8 0.0 0.0
-0.1 0.1 -0.1
-1.1 -0.1 0.1
-0.6 0.2 -0.8
0.1 0.3 0.3
0.3 -0.5 0.2
-0.5 0.3 0.6
0.3 0.0 -0.3
-0.1 0.1 -0.1
-1.0 -0.8 0.3
-0.1 0.1 0.1
0.5 0.7 -0.5
0.3 -0.5 0.2
-0.2 -0.1 -0.1
0.0 0.4 -0.1

M = 423.1 g/mol
spin multiplicity = 2
<S²> = 0.752
E_HOMO (alpha / beta) = 1.2 / -4.5 eV
HOMO-LUMO gap (alpha / beta) = 3.83 / 9.25 eV
total charge = -2

3.
DFT (ωB97M-V with the def2-TZVPD basis set) results for the ion C7H7N4 with charge +1 at a distorted geometry.

CARTESIAN COORDINATES (ANGSTROEM)
C  -3.50025  -0.76667  -0.27896
C  -0.21308  0.53152  0.31119
C  -1.53007  0.16991  0.21282
C  0.00351  1.88107  -0.01187
C  -2.54069  1.16324  -0.11306
C  1.42345  2.49859  -0.18858
C  -1.78071  -2.38185  0.35219
N  -0.99637  2.67643  -0.08715
N  -2.17217  2.42375  -0.04860
N  -3.71359  0.50635  -0.33116
N  -2.24485  -1.08832  0.13140
H  0.60910  -0.12616  0.30315
H  2.17056  1.67586  -0.27935
H  1.40621  3.24776  -1.01792
H  1.73970  3.09167  0.76308
H  -0.65760  -2.36114  -0.11593
H  -2.32528  -3.16492  -0.12779
H  -1.76610  -2.56426  1.51953

Atomic forces in eV per Å
1.2 2.9 0.9
-1.4 0.5 -1.1
-1.2 -1.7 -0.4
4.6 0.4 0.7
-0.8 -3.0 0.7
-0.2 0.3 1.4
4.8 -1.1 2.1
-0.3 1.6 0.1
-1.8 -0.1 -0.7
-0.8 -0.1 -0.6
-0.8 3.0 -0.9
0.8 -0.8 0.4
-0.6 0.8 -0.4
0.2 -0.9 0.5
-0.8 -1.1 -1.5
-2.5 -0.7 1.5
-0.6 -0.1 -0.4
0.3 0.0 -2.4

M = 147.2 g/mol
spin multiplicity = 3
<S²> = 2.011
E_HOMO (alpha / beta) = -14.4 / -14.4 eV
HOMO-LUMO gap (alpha / beta) = 9.24 / 7.15 eV
total charge = +1

4.
DFT (ωB97M-V with the def2-TZVPD basis set) results for a cluster of 3 separate species, C4H13N3 in total at a distorted geometry.

CARTESIAN COORDINATES (ANGSTROEM)
C  -0.35747  0.42484  -0.63473
C  1.20574  0.49438  0.86298
C  -0.32211  1.84366  -1.14032
C  0.24325  -0.61551  -1.54902
N  1.22894  -0.60214  1.60668
N  -1.43130  0.01650  0.05082
N  -0.56734  -2.01744  1.41208
H  0.71320  -0.46907  2.47179
H  -1.25481  -0.94291  0.62774
H  -1.91890  0.73614  0.57021
H  -0.71221  -2.18564  2.40593
H  0.15976  -2.66401  1.12528
H  2.00109  0.57933  0.12643
H  0.82708  1.43629  1.26318
H  0.69816  2.14921  -1.37025
H  -0.47702  -0.84922  -2.34016
H  -0.90649  1.91599  -2.06315
H  -0.74218  2.54251  -0.41529
H  0.44685  -1.53406  -1.00447
H  1.16577  -0.25885  -2.00571

Atomic forces in eV per Å
-1.2 -0.3 -0.4
0.4 -0.4 0.8
0.1 0.0 0.2
0.2 0.0 0.2
0.0 0.8 -0.4
0.9 -0.1 0.3
-0.5 0.0 -0.2
0.0 0.0 -0.1
0.3 -0.1 -0.1
0.0 0.1 -0.1
0.0 0.1 -0.1
0.0 0.1 0.0
-0.2 -0.1 -0.2
-0.1 0.0 -0.1
0.0 0.0 0.0
0.0 0.1 0.1
0.0 -0.1 0.1
0.0 0.0 0.0
0.0 0.0 0.1
0.0 0.0 0.0

M = 103.2 g/mol
E_HOMO (alpha / beta) = -7.5 / -6.9 eV
HOMO-LUMO gap (alpha / beta) = 7.42 / 6.76 eV

5.
DFT (ωB97M-V with the def2-TZVPD basis set) results for a cluster of 3 separate species, C23H40F9N3O4S in total at a distorted geometry.

CARTESIAN COORDINATES (ANGSTROEM)
O  0.36566  4.24748  -3.56937
C  0.37690  5.51330  -3.50887
O  1.05236  6.15358  -2.64499
N  -0.37400  6.28793  -4.40240
C  -1.73501  5.87314  -4.43555
C  -2.42171  5.90366  -3.04442
C  -3.70129  6.69253  -2.96943
F  -3.99774  7.10104  -1.72313
F  -3.51000  7.85696  -3.66122
C  -4.95364  6.09332  -3.64875
F  -4.74695  6.03901  -4.94943
F  -5.98175  6.93056  -3.47873
S  -5.50454  4.31757  -3.09588
F  -4.28054  3.64960  -3.93269
F  -4.65232  4.38260  -1.71634
F  -6.78521  4.91842  -2.25825
F  -6.50082  4.24103  -4.41621
F  -6.01422  2.78794  -2.68507
H  -1.76666  4.81406  -4.76577
H  -2.25961  6.44460  -5.19195
H  -1.74654  6.39293  -2.35151
H  -2.54013  4.89360  -2.68526
C  1.14556  0.06315  -1.39397
C  0.11408  1.05948  -0.82989
C  0.17920  1.06287  0.69737
C  -0.43593  -0.18189  1.33915
C  -1.86195  -0.39523  0.83485
C  -1.95545  -0.43403  -0.69016
N  -1.25821  0.72131  -1.31719
O  -2.01803  1.75867  -1.22009
C  -1.37827  -1.76910  -1.20516
C  -3.42268  -0.45332  -1.10565
C  0.56668  2.42205  -1.36331
H  1.12458  -0.92063  -0.92097
H  1.00702  -0.06558  -2.46781
H  2.15285  0.44711  -1.23582
H  -0.34228  1.94619  1.07879
H  1.22015  1.16290  1.01169
H  0.18129  -1.06229  1.13707
H  -0.44831  -0.06617  2.42714
H  -2.26588  -1.32502  1.24808
H  -2.49435  0.41160  1.21884
H  -1.23325  -1.73737  -2.28561
H  -2.07021  -2.58549  -0.98845
H  -0.43628  -2.04875  -0.73755
H  -3.97486  0.39825  -0.71411
H  -3.90149  -1.35551  -0.72057
H  -3.52124  -0.45334  -2.19194
H  0.50886  2.48010  -2.44470
H  1.60404  2.59936  -1.07713
H  -0.01647  3.24483  -0.96100
C  5.19826  -4.44763  2.16976
C  4.18499  -3.46908  2.79496
C  4.29142  -3.51240  4.31908
C  3.68786  -4.77446  4.93285
C  2.24854  -4.96406  4.45700
C  2.11368  -4.95288  2.93483
N  2.80315  -3.77890  2.32883
O  2.06349  -2.73282  2.47937
C  2.66704  -6.27176  2.35757
C  0.63593  -4.94846  2.55867
C  4.61707  -2.09154  2.30371
H  5.18184  -5.44252  2.60958
H  5.03242  -4.54254  1.09638
H  6.21257  -4.07650  2.31490
H  3.78137  -2.64194  4.74276
H  5.34061  -3.42485  4.60926
H  4.29520  -5.65012  4.68580
H  3.70358  -4.69352  6.02194
H  1.85021  -5.90316  4.84780
H  1.63200  -4.16676  4.88318
H  2.78219  -6.20484  1.27544
H  1.97641  -7.08900  2.56447
H  3.61877  -6.57536  2.78839
H  0.09969  -4.10820  2.99471
H  0.16253  -5.85881  2.92518
H  0.50744  -4.91179  1.47626
H  4.52162  -2.01263  1.22045
H  5.66117  -1.92300  2.56494
H  4.03746  -1.28954  2.75527

Atomic forces in eV per Å
-0.3 0.0 -0.5
0.5 0.3 0.5
0.1 0.0 -0.1
-0.2 0.2 0.2
0.8 -0.8 -0.5
-0.2 0.0 0.1
1.3 -0.2 -0.7
-0.6 -0.2 0.8
-0.3 0.5 -0.3
0.0 0.3 0.3
0.3 -0.5 -0.7
-0.6 0.1 0.3
-0.7 -0.6 0.3
-0.5 0.3 0.5
-0.1 -0.2 -0.7
0.3 -0.3 -0.2
0.4 -0.1 0.3
0.3 1.0 -0.2
-0.3 -0.1 0.0
-0.3 0.3 0.0
0.2 0.3 0.1
-0.2 -0.2 0.2
-0.1 -0.5 0.1
1.7 -0.2 -0.5
-0.5 -0.2 0.4
0.0 0.0 -0.1
0.3 0.3 0.4
-0.1 -1.7 -0.4
-0.6 1.1 1.7
-0.2 0.2 -0.6
0.3 -0.1 0.0
-0.3 0.4 -0.1
-0.5 -0.1 0.2
0.0 0.1 0.0
0.0 0.0 0.0
0.0 0.2 0.0
-0.1 0.0 -0.1
0.1 0.0 -0.1
0.0 0.0 0.0
0.0 0.0 0.0
0.0 0.0 -0.1
0.0 0.1 -0.1
0.0 0.1 0.0
-0.1 0.1 0.0
0.0 0.1 -0.1
0.1 0.1 -0.1
0.1 -0.1 0.0
0.0 0.1 0.0
-0.1 0.2 -0.1
0.0 -0.1 0.0
-0.1 0.0 -0.1
0.0 -0.3 0.1
1.3 -0.5 -0.5
-0.3 -0.1 0.4
0.0 0.0 -0.1
0.2 0.2 0.4
0.0 -1.5 -0.4
-0.1 0.3 1.2
-0.7 0.9 -0.4
0.2 -0.1 0.0
-0.2 0.5 0.0
-0.4 0.3 0.0
-0.1 0.0 0.0
-0.1 0.0 0.0
0.0 0.1 0.0
-0.1 0.0 -0.1
0.1 0.0 -0.1
0.0 0.0 0.0
0.0 0.0 0.0
-0.1 -0.1 -0.1
0.0 0.1 -0.1
0.0 0.1 0.0
-0.1 0.1 0.0
0.0 0.1 0.0
0.1 0.1 -0.1
0.1 -0.1 0.0
0.0 0.0 0.0
-0.1 0.0 0.0
0.1 -0.1 0.0
-0.1 -0.1 -0.1

M = 625.6 g/mol
spin multiplicity = 3
<S²> = 2.201
E_HOMO (alpha / beta) = 1.5 / 1.3 eV
HOMO-LUMO gap (alpha / beta) = 1.72 / 1.25 eV
total charge = -2

6.
DFT (ωB97M-V with the def2-TZVPD basis set) results for the molecule CH2N2S2 at a distorted geometry.

CARTESIAN COORDINATES (ANGSTROEM)
C  -1.43305  0.63309  0.41414
N  -0.89725  1.63059  0.33351
N  1.34409  -0.34354  -0.31518
S  -2.08153  -0.88501  0.33676
S  0.37102  -1.68429  -0.10661
H  1.59932  0.28365  0.47842
H  1.09740  0.36551  -1.14102

Atomic forces in eV per Å
-1.3 -2.5 -0.2
1.4 2.9 0.0
-0.3 2.5 -1.9
-0.5 -0.1 0.1
0.9 0.7 0.1
-0.4 -1.2 -0.4
0.2 -2.3 2.3

M = 106.2 g/mol
spin multiplicity = 3
<S²> = 2.012
E_HOMO (alpha / beta) = -7.9 / -9.4 eV
HOMO-LUMO gap (alpha / beta) = 8.36 / 5.88 eV

Number 2 is which compound? AsF6H26O13

What is the formula in the sixth record? CH2N2S2

What is the M in the third record? 147.2 g/mol